Molecular formula: C30H80CoF4N2O18S4
Method: DFT, ωB97M-V/def2-TZVPD

Geometry as XYZ:
```
139
Properties=species:S:1:pos:R:3:forces:R:3:mulliken_spin:R:1
Co 1.57544 -0.22507 -2.04948 1.00 0.35 -0.27 2.782
N 1.42920 -1.11807 -3.80787 -0.76 -0.95 -1.94 0.031
S 2.58253 -1.82390 -4.68217 4.03 -0.59 1.07 0.008
O 2.79353 -1.22121 -5.94409 -0.56 0.17 -0.38 0.006
O 2.74236 -3.22238 -4.52257 -0.71 -0.08 0.06 0.002
F 3.80926 -1.25732 -3.79518 -0.46 0.05 -0.08 0.002
S 0.14872 -1.30631 -4.84091 -2.80 0.97 1.01 0.000
O -0.17464 -2.63948 -5.15420 0.70 -0.89 -0.03 0.006
O 0.05003 -0.32123 -5.84316 0.49 0.83 -0.31 0.002
F -0.94795 -0.89501 -3.78846 0.19 0.07 0.28 0.004
N 0.41099 -0.33909 -0.40879 -1.08 1.44 3.09 -0.051
S 0.62169 0.56544 0.98791 3.35 1.62 -0.93 0.049
O 1.25415 -0.10604 2.05876 -0.39 -0.95 0.15 0.004
O -0.33662 1.57096 1.23196 -1.15 -0.28 -0.05 0.001
F 1.84680 1.40812 0.43342 -0.08 -0.01 -0.58 0.014
S -1.09435 -0.84566 -0.11111 -1.64 -3.58 -2.64 0.033
O -2.15019 -0.00104 -0.50550 -0.07 1.12 0.16 0.002
O -1.19705 -1.63613 1.06330 0.38 0.70 0.82 0.003
F -1.10752 -1.94896 -1.25739 0.41 0.24 0.08 0.002
C -3.98725 -3.52760 -2.56094 0.33 -0.52 -0.76 0.000
C -5.44552 -3.85583 -2.86730 0.10 1.28 0.30 0.000
C -6.19194 -4.15736 -1.58162 0.10 -0.40 0.38 0.000
O -5.99071 -2.70025 -3.51169 -0.47 -0.29 -0.43 0.000
H -3.47732 -4.39203 -2.12524 0.05 0.27 0.34 0.000
H -3.91719 -2.61484 -1.96776 -0.08 -0.26 0.42 0.000
H -3.44614 -3.29045 -3.48131 -0.15 -0.11 -0.11 0.000
H -5.55848 -4.66612 -3.58720 0.17 -0.08 0.04 0.000
H -7.24265 -4.40574 -1.73016 0.00 0.10 -0.15 0.000
H -6.11885 -3.30861 -0.89739 -0.08 0.08 -0.12 0.000
H -5.72356 -4.99456 -1.05485 -0.04 -0.06 -0.10 0.000
H -6.14320 -2.01207 -2.84953 0.13 -0.19 0.18 0.000
C 3.86781 -0.34940 4.56864 -0.25 -0.01 -0.15 -0.001
C 2.96191 -1.57083 4.65359 -0.26 0.08 0.45 0.000
C 3.09745 -2.34296 5.94407 0.37 -0.92 0.29 0.000
O 1.59356 -1.18709 4.57383 0.00 -0.04 0.20 0.000
H 3.53639 0.20532 3.68587 0.41 0.05 0.03 0.001
H 4.92070 -0.63332 4.50847 -0.02 -0.01 -0.22 0.000
H 3.77459 0.32020 5.42599 -0.24 -0.16 0.11 0.000
H 3.18606 -2.26312 3.82995 0.13 0.14 -0.05 0.000
H 2.54278 -3.28151 5.86782 -0.26 0.18 0.06 0.000
H 2.75617 -1.80951 6.83063 -0.14 0.24 -0.19 0.000
H 4.12079 -2.67402 6.14962 0.11 0.31 -0.21 0.000
H 1.39965 -0.83504 3.69690 0.08 -0.08 0.14 -0.001
C 6.65961 1.41310 1.14038 -0.48 0.36 -0.17 0.000
C 5.26041 1.05788 1.63590 0.81 -0.65 0.17 0.000
C 4.44344 2.23286 2.08814 -0.28 0.13 -0.43 0.000
O 4.55447 0.37252 0.57414 -0.20 0.22 -0.04 0.001
H 7.27149 1.87317 1.91553 0.01 -0.21 0.13 0.000
H 6.58694 2.14609 0.33185 0.04 -0.13 -0.11 0.000
H 7.12790 0.50182 0.76659 0.27 0.12 0.02 0.000
H 5.39953 0.33857 2.45041 -0.27 0.11 0.00 0.000
H 4.44685 2.97313 1.28324 0.00 0.20 0.19 0.000
H 4.84274 2.66069 3.00522 0.12 0.07 -0.06 0.000
H 3.40245 1.96711 2.26560 0.08 -0.14 0.07 0.000
H 5.05583 -0.41613 0.34226 0.05 0.01 0.07 0.000
C -4.87702 1.33744 -1.47034 -0.20 -0.18 0.02 -0.001
C -6.12770 0.61902 -1.95444 0.36 0.46 0.37 0.000
C -6.19973 0.56761 -3.45489 -0.19 -0.64 -0.72 0.000
O -6.07890 -0.72296 -1.43921 -0.41 0.24 -0.23 0.000
H -4.02622 0.76885 -1.83966 0.15 0.25 -0.11 0.001
H -4.80662 1.31380 -0.37902 -0.08 0.10 0.00 0.000
H -4.86064 2.37780 -1.79488 0.14 0.00 -0.04 0.000
H -7.01831 1.14376 -1.58621 -0.06 -0.21 0.11 0.000
H -6.34382 1.54909 -3.90558 0.12 0.11 0.21 0.000
H -7.02955 -0.05470 -3.80154 -0.11 0.07 0.20 0.000
H -5.31677 0.09947 -3.89876 0.15 0.16 0.18 0.000
H -6.11324 -0.66178 -0.48014 0.04 -0.14 0.02 0.000
C 0.01797 3.81563 -2.63891 0.42 0.45 -0.66 0.000
C -0.40194 2.37320 -2.49014 -1.31 0.76 0.25 0.009
C -1.65034 2.06184 -3.27455 -0.55 -0.73 -0.93 -0.003
O 0.67215 1.50643 -2.90196 0.12 -0.09 0.41 0.018
H -0.74587 4.53040 -2.33901 -0.09 -0.26 0.41 0.000
H 0.17942 4.08067 -3.69303 0.16 -0.29 -0.02 0.000
H 0.94815 4.01271 -2.10538 -0.08 0.07 0.12 0.000
H -0.66956 2.20610 -1.44535 0.69 -0.45 0.11 -0.003
H -2.50935 2.69088 -3.04304 0.28 0.34 0.16 0.000
H -2.01108 1.04431 -3.12407 0.23 0.00 0.33 0.002
H -1.47591 2.10374 -4.35779 0.10 0.32 0.07 0.000
H 0.87197 1.72181 -3.82241 -0.03 -0.22 -0.09 -0.005
C 1.92854 -4.25603 -1.14895 -0.12 0.12 -0.26 -0.003
C 2.18039 -2.97824 -0.37052 0.43 -1.04 0.32 -0.014
C 3.07425 -3.22002 0.84135 -0.33 0.74 -0.04 0.003
O 2.77367 -1.99619 -1.25233 -0.81 0.62 0.30 0.029
H 1.26038 -4.09024 -1.99588 0.02 0.12 0.01 0.001
H 1.45884 -5.00391 -0.51197 0.13 -0.05 0.05 0.000
H 2.86780 -4.63859 -1.55360 0.00 -0.10 0.08 0.000
H 1.24258 -2.60126 0.03450 0.04 0.36 -0.41 0.019
H 2.54564 -3.90284 1.50579 0.26 -0.16 0.05 0.000
H 3.18898 -2.27095 1.37586 0.07 -0.08 0.04 -0.002
H 4.06766 -3.59521 0.58356 -0.09 -0.23 -0.07 0.000
H 3.72815 -2.11152 -1.25163 0.01 0.04 -0.23 0.000
C -1.04468 2.78745 4.16981 0.61 0.15 0.00 0.000
C 0.12702 3.11630 5.08987 0.07 1.51 -0.35 0.000
C 1.47883 2.90915 4.41127 -0.21 -1.42 0.34 0.000
O 0.02840 4.52551 5.42500 -0.12 -0.10 0.47 0.000
H -1.99912 2.78816 4.69049 0.02 -0.35 0.07 0.000
H -0.81661 1.87961 3.61512 -0.50 -0.22 0.13 0.000
H -1.10513 3.60271 3.44218 0.07 -0.11 -0.11 0.000
H 0.07715 2.63374 6.06421 -0.02 -0.27 -0.13 0.000
H 2.24922 3.47789 4.92822 -0.01 0.37 -0.36 0.000
H 1.38516 3.06189 3.33292 0.26 0.56 0.07 0.000
H 1.80672 1.86594 4.50601 -0.21 -0.03 0.01 0.000
H 0.38173 5.04793 4.69874 -0.02 -0.11 -0.10 0.000
C -0.71183 -4.98665 1.15538 0.54 -0.49 -0.28 0.001
C -1.95980 -5.08418 2.02372 0.73 0.41 -0.01 0.000
C -3.14315 -4.50998 1.28161 -0.39 -0.19 0.84 0.000
O -2.21053 -6.43608 2.40056 -0.27 -0.01 -0.31 0.000
H -0.31165 -3.97989 1.02776 -0.31 0.11 0.26 0.000
H -0.89715 -5.37177 0.14811 -0.16 -0.07 0.06 0.000
H 0.09668 -5.60316 1.56906 -0.03 0.08 0.08 0.000
H -1.77762 -4.52003 2.94731 -0.12 0.19 -0.09 0.000
H -3.35446 -5.09494 0.38717 0.02 0.14 -0.09 0.000
H -2.95243 -3.46158 1.06097 0.06 -0.06 -0.28 0.000
H -4.01355 -4.53351 1.94219 -0.11 -0.09 -0.17 0.000
H -1.41425 -6.76473 2.82736 -0.03 -0.06 0.02 0.000
C -2.24488 4.16030 0.20770 0.08 -0.31 0.86 0.001
C -3.46300 4.32315 1.10008 -0.43 0.67 -0.89 0.000
C -3.34833 5.50942 2.03511 -0.12 -0.11 0.51 0.000
O -4.61037 4.53026 0.24466 0.13 -0.25 0.03 0.000
H -2.34574 3.21100 -0.31835 0.19 0.12 -0.24 -0.001
H -1.39551 4.10405 0.89524 0.18 -0.21 -0.27 0.000
H -2.05631 4.99654 -0.46321 -0.37 0.05 -0.07 0.000
H -3.62219 3.38544 1.64007 0.20 0.08 0.21 0.000
H -2.43718 5.44001 2.63285 -0.07 0.06 0.10 0.000
H -4.21146 5.53495 2.70452 0.11 -0.04 0.12 0.000
H -3.35674 6.46572 1.51203 0.14 -0.15 -0.30 0.000
H -5.36776 4.11950 0.66988 -0.08 0.09 -0.04 0.000
C 3.95533 3.18375 -1.83740 0.66 0.53 0.69 0.001
C 3.85245 1.94236 -2.68265 -0.16 0.02 -0.40 0.011
C 5.16298 1.58789 -3.34897 0.79 -0.08 0.64 0.000
O 3.38449 0.84821 -1.86015 -0.28 -0.05 -0.09 0.041
H 3.07605 3.42588 -1.23980 -0.27 -0.13 -0.36 -0.001
H 4.25793 4.05649 -2.41814 -0.24 -0.05 -0.17 0.001
H 4.75856 3.07302 -1.09661 0.03 -0.21 -0.11 -0.001
H 3.12284 2.10098 -3.47895 -0.25 -0.20 0.20 0.000
H 5.16982 0.60352 -3.80695 -0.33 0.11 -0.26 0.000
H 5.95829 1.55168 -2.59263 -0.06 0.10 0.02 0.000
H 5.45851 2.35474 -4.06444 -0.12 -0.06 -0.12 0.001
H 3.81617 0.90952 -0.97893 -0.09 -0.28 0.04 -0.004
```
Positions in Å, forces in eV/Å.

- HOMO-LUMO gap (spin up / spin down): 9.012 / 8.303 eV
- Spin multiplicity: 4
- Electronic energy: -6029.83522 Ha
- Net charge: 0
- LUMO energy (spin up / spin down): -0.2583 / -0.9666 eV
- Highest occupied orbital energy (spin up / spin down): -9.270 / -9.270 eV